1.
DFT (wB97M-V/def2-TZVPD) results for a single C10H15BrN2O molecule at a distorted geometry.

The value obtained for the lowest unoccupied orbital energy is -0.3 eV. The calculation puts the frontier orbital gap at 0.3876 Ha.

Last column: Mulliken charge in e.
Element x y z (Å)
C: 3.421 -0.160 0.853  -1.11
C: -3.194 -1.052 -0.805  -0.42
H: 4.067 -1.155 0.836  0.35
H: 2.302 2.429 0.700  0.29
H: 2.331 -0.600 -1.853  0.25
C: -2.377 0.355 -1.052  0.47
H: 3.812 0.666 0.116  0.24
Br: -1.151 0.117 -2.613  -0.04
H: 1.578 1.631 2.342  0.24
H: -2.371 -1.914 -0.826  0.31
C: -3.533 1.464 -1.533  0.04
H: -3.904 -1.244 -1.719  0.44
H: 0.801 -1.723 -1.399  0.13
H: 3.404 0.207 1.970  0.28
H: -0.691 0.134 1.830  0.24
H: -0.642 -1.004 0.323  0.22
C: -0.625 0.123 0.638  -0.65
H: 2.550 -2.355 -1.068  0.32
C: 1.905 -0.587 0.386  0.00
H: 0.472 2.775 1.181  0.36
H: 1.445 -1.342 1.171  0.26
C: 0.861 0.709 0.262  0.66
N: -4.475 -1.330 1.840  -0.45
C: 1.881 -1.367 -1.070  -0.86
C: -3.917 -1.127 0.665  0.23
C: 1.343 1.973 1.245  -1.20
H: 0.965 1.119 -0.835  0.18
N: -4.503 2.331 -1.736  -0.46
O: -1.756 0.928 0.152  -0.29


2.
DFT (wB97M-V/def2-TZVPD) results for a molecular structure, C10H15DyN3OP at a distorted geometry.

The value obtained for the lowest unoccupied orbital energy (spin up / spin down) is -0.6 / -1.1 eV. As for the multiplicity: 6. The calculation puts the frontier orbital gap (spin up / spin down) at 0.1657 / 0.1288 Ha. The calculation puts the energy above the lowest of the compared OMol25 structures with the same formula, charge and spin at 154.94 kJ/mol.

Last column: Löwdin spin population.
Element x y z (Å)
H: -4.975 0.552 -0.274  0.00
H: 1.058 -2.515 -1.862  0.00
Dy: -2.106 -1.801 -0.467  5.72
C: 2.705 -1.011 -1.590  0.00
C: 0.511 1.935 -0.229  -0.04
H: -5.506 -1.083 -1.564  -0.01
H: 0.186 -0.424 3.345  0.00
N: -0.309 0.820 1.703  -0.06
P: -4.323 -0.360 -1.172  0.01
H: 2.988 -0.770 -2.616  0.00
C: -0.304 0.537 3.143  0.00
H: -0.870 0.377 -2.844  -0.01
C: 3.312 -0.467 -0.420  0.01
C: 0.483 1.792 1.129  -0.31
H: 0.245 1.340 3.640  0.00
H: 1.159 2.670 -0.704  0.00
H: 4.132 0.249 -0.407  0.00
C: 1.677 -1.907 0.339  0.00
C: -0.974 -0.005 0.919  -0.02
C: 1.692 -1.901 -1.218  0.01
H: 0.201 1.749 -2.921  0.00
C: -0.237 1.077 -1.032  -0.19
H: -4.265 0.517 -2.314  0.00
O: -1.627 -1.034 1.392  0.05
N: -0.985 0.093 -0.440  -0.05
N: -0.283 1.056 -2.363  -0.09
H: 1.041 2.391 1.848  -0.02
H: 1.049 -2.542 0.967  0.00
H: -1.334 0.503 3.514  0.00
C: 2.691 -1.028 0.733  0.00
H: 2.968 -0.812 1.766  0.00